Below is a molecular structure, C44H43CsFGeN7O4SSi in a non-equilibrium geometry, with properties calculated with ωB97M-V/def2-TZVPD.

Highest occupied orbital energy: -6.167 eV
E: -143441.812 eV
Energy above the lowest of the compared OMol25 structures with the same formula, charge and spin: 2.6609 eV

Last column: Löwdin charge in e.
Positions of all 103 atoms, in Å:
1 H 5.7565 -2.2460 -5.0381  0.097
2 H -2.5895 5.6836 -4.1088  0.110
3 H 3.6131 -5.4235 -0.6568  0.023
4 C 4.8917 -1.7011 -4.6761  -0.112
5 N 1.4212 -0.9701 3.2596  0.138
6 C -1.5601 -0.7873 -3.7521  -0.116
7 C 4.0457 -2.3201 -3.7712  -0.041
8 H -3.2331 -6.2160 -0.5211  0.105
9 H -4.8871 1.1734 -3.8216  0.105
10 C 2.6919 -0.4044 -3.7779  -0.322
11 H -0.9390 1.7509 -3.7508  0.088
12 H -1.7283 0.3434 6.2396  0.116
13 C 0.6212 4.8675 3.8546  -0.010
14 H 1.6722 1.8601 5.7348  0.087
15 N 2.8833 -0.1767 1.5620  0.016
16 C -2.2737 -0.5855 -2.5685  -0.293
17 C -2.0592 2.0529 4.9749  -0.316
18 Cs 1.6934 0.4241 -1.0473  1.407
19 H 5.3209 0.0791 -5.8365  0.090
20 H -1.5004 6.2305 -1.9211  0.111
21 H 1.3744 -5.0785 -3.6377  0.028
22 C -2.5430 -4.1929 -0.7091  -0.089
23 N 0.3680 3.6341 0.3424  0.123
24 C -1.7303 1.6900 2.6134  -0.047
25 H -1.4997 -0.4681 -5.8761  0.112
26 C -2.8082 -2.8503 -0.4504  -0.297
27 Ge -1.6021 -1.4980 -1.0388  0.996
28 C -0.6916 4.2593 -1.7118  -0.260
29 H 1.9762 2.1025 1.5556  0.066
30 H -0.1448 5.6041 -0.0430  0.122
31 H 0.3356 -3.4748 0.2247  -0.017
32 C -2.0524 -0.2997 -4.9603  -0.081
33 H 4.8876 -0.1031 1.9981  0.117
34 C -1.0941 2.7486 -3.3618  -0.109
35 S -0.8326 -0.6552 1.6059  0.642
36 H 0.2342 5.6330 4.5160  0.124
37 H -5.3190 -5.5820 0.6423  0.102
38 C 0.3348 4.8882 2.4985  -0.012
39 C -1.8541 3.6681 -4.0828  -0.045
40 H 1.9771 -3.1065 0.7425  0.025
41 H 1.4648 -4.7843 0.5345  0.036
42 C -3.2449 0.4080 -4.9812  -0.096
43 C 2.4654 -1.1342 4.0592  -0.122
44 O 1.2353 4.6856 6.6234  0.117
45 H -2.0586 2.6399 6.9360  0.098
46 H -0.0233 -4.3478 -2.8561  0.006
47 H -2.3023 3.3725 -5.0217  0.105
48 C -0.1049 4.5574 -0.3676  -0.080
49 C 1.8769 2.8420 3.5694  0.002
50 H -4.0541 0.2714 -1.6965  0.105
51 C 3.7627 -0.8365 3.6767  -0.055
52 H -3.6301 0.7903 -5.9192  0.105
53 C -4.8860 -3.4784 0.6007  -0.079
54 O -1.6704 -0.2077 0.3815  -0.406
55 H 4.2729 -3.3305 -3.4580  0.072
56 H 2.2558 -1.5249 5.0509  0.115
57 C -1.4086 5.2449 -2.3609  -0.027
58 H -2.2888 3.8894 5.8343  0.094
59 C -4.6174 -4.8165 0.3342  -0.084
60 H 0.6878 -5.8315 -2.1865  0.030
61 C 1.6607 -0.4925 2.0285  -0.522
62 C -3.4477 -5.1739 -0.3199  -0.074
63 C 3.9070 -0.3546 2.3889  -0.123
64 H -1.1476 -1.1631 4.3653  0.115
65 C 0.7943 3.8630 1.6833  -0.254
66 C 1.3384 3.8139 4.4055  -0.137
67 C -3.9853 -2.4974 0.2091  -0.100
68 C -2.0113 4.9395 -3.5759  -0.056
69 C -3.9545 0.6231 -3.8024  -0.085
70 C -2.1011 2.5135 3.6538  -0.026
71 H -1.7270 2.0616 1.5953  0.115
72 H 3.2443 1.2250 -5.0159  0.112
73 C -1.7299 0.7167 5.2219  -0.020
74 H 4.6081 -0.9846 4.3320  0.101
75 N -0.5232 3.0254 -2.1947  0.126
76 C 3.6879 -4.6896 -1.4655  -0.190
77 O -1.0783 -2.0307 1.9358  -0.267
78 F 1.5302 0.2836 -3.4424  -0.329
79 H -4.1989 -1.4600 0.4429  0.102
80 H -0.6135 -1.3209 -3.7400  0.096
81 C -1.3968 0.3637 2.8808  -0.301
82 H -5.7949 -3.1999 1.1198  0.103
83 Si 2.0463 -3.7896 -1.6384  0.318
84 N 0.6071 -0.2777 1.1455  -0.381
85 H -1.6260 -4.4928 -1.2044  0.084
86 C 0.9192 -4.8722 -2.6637  -0.179
87 H 4.4927 -3.9923 -1.2120  0.030
88 H -2.3988 3.5340 3.4583  0.115
89 H -0.1124 -1.7931 -1.2380  -0.018
90 C -3.4796 0.1155 -2.6024  -0.089
91 C 1.3781 -3.7765 0.1132  -0.174
92 O 1.6792 2.5279 6.4341  0.114
93 N -2.3719 2.9031 6.0165  0.123
94 C 4.6584 -0.4067 -5.1338  -0.126
95 H 3.9878 -5.2251 -2.3709  0.023
96 C 3.5193 0.2343 -4.6726  -0.053
97 N 2.0660 -2.2055 -2.2645  -0.176
98 C 1.4099 3.7423 5.9044  -0.482
99 C 1.6135 2.8810 2.2110  -0.006
100 H 2.4967 2.0333 3.9466  0.112
101 C 2.8881 -1.6947 -3.2155  -0.394
102 H -0.3120 5.6617 2.1016  0.109
103 C -1.4113 -0.1311 4.1803  -0.055

Force components x, y, z for each atom (eV/Å):
H -0.02 -0.01 0.02
H 0.01 0.00 0.01
H 0.04 0.00 -0.05
C -0.04 -0.03 0.03
N -0.02 0.06 0.02
C -0.09 0.05 -0.11
C 0.08 0.09 -0.03
H 0.00 0.02 0.00
H 0.01 0.00 -0.02
C 0.06 -0.17 -0.32
H 0.02 -0.03 0.02
H 0.00 0.03 -0.01
C -0.20 0.06 -0.14
H -0.01 -0.01 0.08
N -0.02 -0.04 0.35
C -0.07 0.23 -0.40
C 0.02 0.10 0.14
Cs 1.03 1.56 0.34
H 0.01 -0.03 0.01
H 0.00 -0.02 -0.01
H -0.05 0.00 0.03
C -0.08 -0.07 0.03
N 0.30 -0.19 0.62
C -0.16 -0.09 0.06
H 0.00 0.00 0.01
C -0.18 -0.36 0.14
Ge 0.31 0.25 0.23
C 0.33 -0.02 0.64
H 0.03 0.03 0.03
H -0.03 0.00 -0.05
H 0.04 -0.01 0.00
C -0.01 -0.01 0.10
H -0.01 0.02 -0.03
C 0.09 0.10 0.12
S -0.02 -0.36 -0.42
H 0.02 -0.02 -0.02
H 0.00 0.02 0.00
C -0.15 0.17 0.24
C 0.03 -0.11 -0.05
H -0.04 -0.06 -0.02
H 0.00 0.06 0.00
C -0.04 0.00 0.02
C 0.03 -0.02 0.02
O -0.09 -0.02 -0.01
H 0.02 -0.03 -0.02
H 0.02 -0.05 -0.02
H 0.01 0.01 0.01
C -0.27 0.18 -0.59
C 0.04 -0.08 -0.21
H 0.03 -0.01 0.02
C -0.04 -0.03 0.04
H 0.00 -0.01 0.02
C 0.05 0.00 -0.03
O 0.25 -0.39 0.16
H -0.01 0.06 -0.01
H -0.04 0.00 -0.01
C -0.15 0.17 -0.19
H 0.00 -0.01 0.00
C 0.00 0.04 0.00
H 0.03 0.06 -0.04
C -0.38 -0.10 -0.11
C 0.00 0.07 0.01
C -0.02 0.00 -0.14
H -0.01 0.02 -0.05
C -0.20 -0.12 -0.69
C -0.04 -0.05 0.33
C -0.05 -0.17 0.02
C 0.00 0.13 0.08
C 0.03 -0.04 0.00
C 0.14 0.03 0.00
H 0.04 -0.04 0.02
H -0.01 -0.01 0.02
C 0.00 -0.09 0.03
H -0.02 0.01 0.00
N -0.09 -0.07 -0.26
C 0.27 -0.11 0.02
O -0.02 0.14 0.05
F -0.30 -0.26 -2.35
H 0.03 0.00 -0.02
H -0.01 0.01 0.05
C -0.12 0.38 0.10
H 0.01 -0.01 -0.01
Si 0.02 0.35 -0.03
N -0.19 -0.64 2.51
H 0.00 0.05 0.01
C -0.22 -0.22 -0.19
H -0.03 -0.06 0.03
H 0.02 0.09 -0.02
H -0.27 -0.18 0.03
C 0.05 0.06 -0.14
C -0.04 0.04 0.23
O -0.07 -0.04 -0.12
N -0.04 0.01 -0.05
C 0.00 -0.07 0.05
H -0.01 0.03 0.04
C -0.07 0.00 0.00
N 0.31 0.08 -0.52
C 0.25 0.08 -0.14
C 0.11 -0.26 0.27
H -0.02 0.04 0.03
C -0.17 -0.20 0.17
H 0.03 -0.02 0.03
C 0.01 0.07 -0.03